(1)
Below is a 5-piece molecular cluster, H12NO4 overall in a non-equilibrium geometry, with properties calculated with the ωB97M-V functional and the def2-TZVPD basis.

Computed properties:
* relative energy (zero: lowest compared OMol25 entry of this formula, charge and spin): 18.6 kcal per mole
* LUMO level: -3.20 eV
* HOMO energy: -15.467 eV
* 2S+1: 1
* net charge: +1

Geometry (Å):
N: -0.142 0.601 1.087
H: -0.455 -0.378 1.067
H: -0.745 1.312 1.497
H: 0.826 0.619 1.398
H: -0.153 0.833 0.050
H: 0.519 -2.556 -2.164
H: 1.738 -2.313 -1.299
O: 0.789 -2.157 -1.315
H: 0.916 -2.012 1.652
H: 0.277 -3.014 0.772
O: 0.043 -2.315 1.382
H: -0.399 3.580 -0.107
H: -1.354 3.799 1.010
O: -0.952 3.079 0.506
H: 0.165 -0.280 -1.578
H: -0.760 0.634 -2.402
O: -0.313 0.568 -1.555

Atomic partial charges in e from the Mulliken method, atoms 1 to 6:
1. N -0.44
2. H 0.39
3. H 0.36
4. H 0.33
5. H 0.40
6. H 0.34



(2)
Below is an isolated molecule of C5H9IN2OS2 in a non-equilibrium geometry, with properties calculated with the ωB97M-V functional and the def2-TZVPD basis.

Computed properties:
* relative energy (zero: lowest compared OMol25 entry of this formula, charge and spin): 0.4 kcal per mole
* LUMO level: -0.44 eV
* HOMO energy: -9.256 eV
* 2S+1: 1

Geometry (Å):
C: 0.678 -0.453 -2.530
C: 0.953 -0.589 -0.055
C: -0.269 0.136 0.587
C: 1.116 -2.012 0.560
C: 0.231 0.823 1.848
N: 1.176 -0.658 -1.440
N: -0.874 1.154 -0.315
O: -1.969 2.403 -2.078
S: 0.418 -0.173 -4.030
S: -1.959 1.051 -1.548
I: -4.029 0.752 -0.190
H: 1.807 0.040 0.416
H: -0.880 -0.725 0.879
H: 1.383 -1.893 1.536
H: 1.888 -2.613 -0.060
H: 0.135 -2.567 0.342
H: 0.899 1.577 1.464
H: 0.679 0.178 2.534
H: -0.641 1.357 2.215
H: -0.740 2.210 -0.136

Atomic partial charges in e from the Mulliken method, atoms 1 to 6:
1. C 0.38
2. C 0.46
3. C 0.35
4. C -1.37
5. C -1.81
6. N -0.33



(3)
Below is C33H38CoN4S as an isolated structure in a non-equilibrium geometry, with properties calculated with the ωB97M-V functional and the def2-TZVPD basis.

Computed properties:
* LUMO level (spin up / spin down): 2.70 / 2.70 eV
* HOMO energy (spin up / spin down): -1.862 / -3.467 eV
* ⟨S²⟩: 6.072
* 2S+1: 5
* net charge: -1

Geometry (Å):
Co: -0.429 -0.403 0.435
N: 0.049 -2.281 4.143
N: 1.151 2.213 1.767
C: -1.595 -0.413 -1.111
C: -2.350 -0.314 0.113
C: -2.112 -1.520 0.861
C: -2.719 -1.914 2.190
H: -3.353 -1.098 2.561
H: -1.929 -2.093 2.967
H: -3.301 -2.838 2.109
C: -1.241 -2.356 0.101
C: -0.869 -3.743 0.504
H: -1.704 -4.425 0.278
H: -0.662 -3.826 1.583
H: 0.012 -4.107 -0.040
C: -0.894 -1.679 -1.090
C: -0.249 -2.325 -2.268
H: 0.551 -3.014 -1.965
H: 0.177 -1.570 -2.937
H: -0.998 -2.907 -2.832
C: -3.347 0.740 0.448
H: -4.372 0.444 0.177
H: -3.111 1.665 -0.090
H: -3.331 0.950 1.525
C: -1.842 0.381 -2.341
H: -0.952 0.372 -2.983
H: -2.068 1.423 -2.087
H: -2.692 -0.021 -2.921
C: 0.965 -2.817 4.946
H: 0.614 -3.638 5.601
C: 2.309 -2.386 4.978
H: 3.011 -2.878 5.668
C: 2.692 -1.312 4.146
H: 3.730 -0.914 4.206
C: 1.740 -0.789 3.257
H: 1.909 0.144 2.718
C: 0.438 -1.379 3.188
C: -0.728 -1.061 2.424
H: -1.136 -0.118 2.788
C: 0.445 1.660 0.733
C: 0.403 3.274 2.189
H: 0.021 3.479 3.186
C: -0.027 3.921 0.984
H: -0.112 4.983 0.862
N: 0.072 2.899 0.004
C: -0.184 3.156 -1.343
C: -1.230 4.073 -1.607
C: -1.425 4.515 -2.910
H: -2.242 5.236 -3.112
C: -0.606 4.054 -3.953
C: -0.837 4.557 -5.342
H: -0.625 3.768 -6.069
H: -0.185 5.412 -5.561
H: -1.876 4.884 -5.445
C: 0.447 3.162 -3.681
H: 1.103 2.819 -4.509
C: 0.691 2.719 -2.378
C: 1.853 1.825 -2.064
H: 2.302 2.054 -1.094
H: 2.637 1.933 -2.826
H: 1.575 0.758 -2.050
C: -2.136 4.516 -0.497
H: -1.670 5.215 0.210
H: -2.566 3.687 0.084
H: -2.971 5.070 -0.941
S: 1.727 -0.704 0.326
C: 2.311 -2.335 0.270
N: 3.226 -2.692 -0.697
C: 3.855 -3.913 -0.678
C: 3.638 -4.767 0.354
C: 2.734 -4.444 1.382
C: 2.074 -3.217 1.318
H: 3.450 -2.005 -1.418
H: 4.558 -4.087 -1.504
H: 4.200 -5.708 0.428
H: 2.568 -5.092 2.231
H: 1.437 -2.855 2.099

Atomic partial charges in e from the Mulliken method, atoms 1 to 6:
1. Co -0.24
2. N -0.54
3. N -0.28
4. C 0.22
5. C 1.58
6. C -0.31